This record from the OMol25 dataset describes a molecular structure, C24H60InN4Na3O12P at a distorted geometry. The level of theory is wB97M-V/def2-TZVPD.

ORCA input file:
```
! RIJCOSX wB97M-V def2-TZVPD def2/J DEFGRID3
* xyz 3 1
In 4.9580 1.5160 2.2612
Na -0.4005 2.4743 2.8195
Na 3.7916 -1.6832 -0.9872
Na 0.2714 -1.3896 3.8838
P 0.8552 -0.0928 0.3502
O 1.4765 1.3153 0.5988
O -0.4898 -0.2500 1.0397
O 1.9090 -0.9136 1.1597
O 0.9472 -0.3537 -1.1453
C 3.3417 -6.1794 7.7662
O 3.4082 -5.5456 6.5018
C 2.2123 -5.5958 5.6700
C 2.5410 -4.7873 4.4036
N 1.3576 -4.4094 3.5893
C 0.8819 -5.6007 2.8494
C -0.0289 -5.3562 1.6129
O -1.3352 -5.2627 2.1535
C -2.3413 -4.5897 1.3521
H 2.7712 -5.4491 8.3400
H 4.3094 -6.0690 8.2556
H 2.9374 -7.1914 7.7877
H 1.4581 -5.0315 6.2185
H 1.8658 -6.5850 5.3706
H 3.4732 -5.1305 3.9549
H 2.9190 -3.8045 4.6852
H 1.7493 -3.7391 2.9432
H 0.5374 -6.4599 3.4248
H 1.7662 -6.0545 2.4019
H 0.0728 -6.1511 0.8740
H 0.2837 -4.3523 1.3256
H -2.2829 -4.8780 0.3026
H -2.1922 -3.5145 1.4520
H -3.3301 -4.7110 1.7943
C -6.1072 -2.6170 -3.0401
O -5.1948 -1.6044 -2.9875
C -4.2214 -1.5654 -4.0008
C -3.1307 -0.6136 -3.4703
N -1.8745 -0.7607 -4.1862
C -1.7120 0.1608 -5.3363
C -1.6351 1.6905 -4.9244
O -1.0473 2.6011 -5.7937
C -0.8747 3.8745 -5.0741
H -6.8196 -2.5986 -2.2152
H -5.6378 -3.5743 -3.2667
H -6.8144 -2.4162 -3.8449
H -4.6017 -1.2645 -4.9770
H -3.7441 -2.5380 -4.1201
H -2.8332 -0.9082 -2.4640
H -3.4049 0.4309 -3.3221
H -1.2575 -0.6008 -3.4027
H -2.4723 0.0482 -6.1093
H -0.6672 0.1219 -5.6446
H -1.0709 1.7871 -3.9968
H -2.5892 2.0135 -4.5079
H -0.3811 3.6618 -4.1258
H -1.8336 4.2965 -4.7731
H -0.3602 4.6591 -5.6289
C -5.9223 -2.0126 3.8504
O -5.2588 -0.8275 4.2817
C -4.2419 -0.3551 3.3924
C -4.8230 0.4031 2.2964
N -3.8615 1.2543 1.6212
C -4.4305 2.0986 0.6072
C -3.3017 3.0227 0.0759
O -2.8434 3.9097 1.1246
C -1.8288 4.8256 0.7311
H -5.2541 -2.7553 3.4146
H -6.6361 -1.7699 3.0633
H -6.4501 -2.4820 4.6806
H -3.4999 -1.1118 3.1375
H -3.7103 0.3070 4.0758
H -5.7225 0.9317 2.6119
H -5.2265 -0.3982 1.6772
H -2.9817 0.7887 1.4505
H -5.1970 2.7452 1.0342
H -4.8700 1.7396 -0.3234
H -3.8606 3.5690 -0.6838
H -2.5699 2.4091 -0.4495
H -1.1119 5.1693 1.4767
H -2.1379 5.7909 0.3303
H -1.1913 4.3347 -0.0043
C 4.5595 0.8326 -4.1037
O 5.0870 1.9684 -4.6860
C 4.5825 3.2315 -4.0928
C 4.4628 3.4328 -2.5128
N 5.7075 2.9716 -1.7430
C 6.7799 4.0294 -1.5461
C 6.2155 5.2678 -0.9169
O 5.5187 4.9386 0.3458
C 5.2339 6.0699 1.0914
H 3.5643 0.6044 -4.4854
H 4.6259 0.7237 -3.0212
H 5.1861 0.0752 -4.5748
H 3.6899 3.6016 -4.5973
H 5.4276 3.8647 -4.3629
H 3.5909 2.9405 -2.0819
H 4.2823 4.4811 -2.2752
H 6.2329 2.1734 -2.0700
H 7.1173 4.2354 -2.5619
H 7.6744 3.7160 -1.0077
H 5.5811 5.9132 -1.5243
H 7.0868 5.8235 -0.5702
H 4.2160 6.4105 0.9017
H 5.8350 6.9763 1.0190
H 5.2650 5.6721 2.1058
*
```

Computed properties:
- HOMO level (hartree) = -0.5368
- HOMO-LUMO gap (eV) = 2.299
- relative energy (zero: lowest compared OMol25 entry of this formula, charge and spin) (kcal per mole) = 147.5

This record from the OMol25 dataset describes 2 unconnected molecules or ions with the total composition C14H28ClI2N3O5PS3 at a distorted geometry. The level of theory is wB97M-V/def2-TZVPD.

ORCA input file:
```
! RIJCOSX wB97M-V def2-TZVPD def2/J DEFGRID3
* xyz 1 1
C 5.4209 0.1103 3.3827
C 4.4090 0.2000 2.2338
I 4.5804 -1.7186 1.2137
C 2.9392 0.5008 2.6070
I 2.9224 1.7517 4.3934
C 2.0516 1.2478 1.5437
N 2.7264 1.6699 0.2465
P 3.4699 0.5749 -0.9364
S 3.3841 1.2369 -2.7328
C 1.5792 2.1367 -0.4272
N 1.5853 3.2832 -1.0505
S 0.2040 3.9553 -1.8283
N 0.5592 1.2902 -0.2870
C 0.5709 0.8093 1.1244
C -0.5396 1.6535 1.8203
C -0.7488 1.6024 3.3418
C -1.3083 2.9375 3.8284
Cl -0.0401 4.1463 4.1947
S -0.1442 -0.9241 1.0651
C 1.0651 -2.1951 1.0097
O -0.8539 -0.9267 -0.1875
O -0.8545 -1.0799 2.3028
H 5.7337 1.1096 3.6928
H 6.3146 -0.4159 3.0430
H 5.0222 -0.4460 4.2338
H 4.7610 0.9482 1.5211
H 2.4387 -0.4051 2.9503
H 1.8316 2.2152 2.0028
H 2.8004 -0.6325 -0.7103
H 4.7582 0.4446 -0.4180
H 2.4825 3.7562 -1.1097
H 0.7798 3.9814 -3.0427
H -0.3531 1.6092 -0.6047
H -1.4788 1.3545 1.3381
H -0.3153 2.6974 1.5532
H 0.1672 1.3310 3.8677
H -1.4822 0.8343 3.5884
H -1.9248 3.3965 3.0509
H -1.9385 2.8169 4.7081
H 1.6434 -2.1684 0.0869
H 0.4332 -3.0904 1.0278
H 1.6992 -2.1845 1.8930
C -3.1800 -2.0388 -2.0378
C -3.0522 -1.5412 -3.4599
O -3.4157 -2.5453 -4.4216
C -4.7319 -2.7186 -4.5877
O -5.6014 -2.0882 -4.0387
O -4.9157 -3.6964 -5.4717
C -6.2896 -4.0173 -5.7299
H -2.5936 -2.9483 -1.8991
H -2.8183 -1.2861 -1.3508
H -4.2200 -2.2583 -1.7993
H -2.0155 -1.3060 -3.7000
H -3.6581 -0.6501 -3.6269
H -6.8432 -3.1255 -6.0164
H -6.7458 -4.4603 -4.8461
H -6.2704 -4.7338 -6.5450
*
```

Computed properties:
- HOMO level (hartree) = -0.4498
- HOMO-LUMO gap (eV) = 8.671
- relative energy (zero: lowest compared OMol25 entry of this formula, charge and spin) (kcal per mole) = 0.0

This record from the OMol25 dataset describes 5 unconnected molecules or ions with the total composition C2H14NO5 at a distorted geometry. The level of theory is wB97M-V/def2-TZVPD.

ORCA input file:
```
! RIJCOSX wB97M-V def2-TZVPD def2/J DEFGRID3
* xyz -1 1
C 1.5364 -1.8604 1.5241
O 0.8398 -1.1569 0.4212
C 0.5518 -1.8334 2.6857
N -0.5625 -2.7423 2.1698
H 2.0553 -2.8727 1.2996
H 2.3717 -1.1150 1.5848
H 1.0551 -2.3434 3.5793
H 0.1676 -0.7708 3.0008
H -1.0544 -2.3888 1.4211
H -0.2277 -3.6698 1.8598
H 1.2783 0.9504 0.0519
H 0.0080 0.2668 0.0757
O 0.2890 1.2677 -0.0078
H -0.1582 3.6887 -3.0755
H 0.2921 5.2434 -3.0249
O 0.3755 4.4282 -3.5153
H -6.2570 1.8300 -2.6484
H -4.9896 2.7293 -2.8849
O -5.6250 2.3139 -2.2246
H 3.0612 -0.0475 -1.2392
H 1.9716 -1.0604 -0.2914
O 3.0208 -0.8572 -0.7619
*
```

Computed properties:
- HOMO level (hartree) = -0.1592
- HOMO-LUMO gap (eV) = 6.963
- relative energy (zero: lowest compared OMol25 entry of this formula, charge and spin) (kcal per mole) = 68.4

This record from the OMol25 dataset describes a gas-phase ion, C7H16N3O (charge +1) at a distorted geometry. The level of theory is wB97M-V/def2-TZVPD.

ORCA input file:
```
! RIJCOSX wB97M-V def2-TZVPD def2/J DEFGRID3
* xyz 1 1
C 4.0552 -0.1217 0.2969
C 2.5657 -0.2417 -0.0325
C 1.9357 1.1203 -0.2782
O 0.5964 1.0160 -0.7913
C -0.3631 0.9383 0.2166
N -1.6418 0.5561 -0.4314
C -2.8959 0.8113 0.3412
C -3.0408 -0.5008 1.0686
N -2.8086 -1.4230 -0.1071
C -1.7386 -0.7711 -0.7231
N -0.8537 -1.3994 -1.4592
H 4.3837 -0.9707 0.8950
H 4.6594 -0.1262 -0.6090
H 4.2654 0.7813 0.8718
H 2.0483 -0.7618 0.7793
H 2.4215 -0.8291 -0.9453
H 1.9351 1.7200 0.6390
H 2.5108 1.6702 -1.0228
H -0.5112 1.8992 0.7184
H -0.0740 0.1920 0.9696
H -3.6699 0.8269 -0.4321
H -2.9618 1.7587 0.8668
H -3.9653 -0.6712 1.6102
H -2.1778 -0.7035 1.7028
H -3.6486 -1.4781 -0.6823
H -1.1333 -2.2143 -1.9857
H 0.1072 -1.0775 -1.4764
*
```

Computed properties:
- HOMO level (hartree) = -0.5085
- HOMO-LUMO gap (eV) = 10.009
- relative energy (zero: lowest compared OMol25 entry of this formula, charge and spin) (kcal per mole) = 6.6
- structure (SMILES) = CCCOCN1CCNC1=[NH2+]

This record from the OMol25 dataset describes 2 unconnected molecules or ions with the total composition C5H9NO2 at a distorted geometry. The level of theory is wB97M-V/def2-TZVPD.

ORCA input file:
```
! RIJCOSX wB97M-V def2-TZVPD def2/J DEFGRID3
* xyz 0 1
N 1.3429 0.2337 1.3076
C 2.0867 -0.1558 0.2395
O 3.2190 -0.5723 0.3669
O 1.7410 0.4732 -0.9692
H 0.3960 0.5425 1.1438
H 1.7436 0.1224 2.2224
H 2.4355 0.2916 -1.6174
C -1.5395 1.9042 -0.4232
C -1.2584 0.4867 -0.5231
C -0.9614 -0.6738 -0.3265
C -1.0758 -2.1045 -0.0905
H -0.6262 2.4884 -0.5392
H -1.9901 2.1430 0.5419
H -2.1991 2.2319 -1.2266
H -0.2202 -2.6088 -0.5410
H -1.9860 -2.4944 -0.5455
H -1.1080 -2.3082 0.9801
*
```

Computed properties:
- HOMO level (hartree) = -0.3470
- HOMO-LUMO gap (eV) = 10.164
- relative energy (zero: lowest compared OMol25 entry of this formula, charge and spin) (kcal per mole) = 44.9
- structure (SMILES) = NC(=O)O.CC#CC

This record from the OMol25 dataset describes a molecular structure, C17H27CrO7PS2. The level of theory is wB97M-V/def2-TZVPD.

ORCA input file:
```
! RIJCOSX wB97M-V def2-TZVPD def2/J DEFGRID3
* xyz 0 5
Cr -0.3871 0.5087 0.3611
O -1.5620 1.6660 -3.4984
C -1.5106 1.0830 -2.3195
O -0.9977 1.6013 -1.3513
C -2.1885 -0.2662 -2.2626
O -1.5039 -1.1408 -1.3998
C -0.3274 -1.7049 -1.9922
C 0.8858 -0.7435 -1.9788
O 1.6237 -0.7299 -2.9483
O 1.0169 -0.0570 -0.9014
H -1.0930 2.5138 -3.4761
H -2.2864 -0.6760 -3.2698
H -3.1793 -0.1180 -1.8285
H -0.5255 -2.0292 -3.0151
H -0.0687 -2.5705 -1.3848
C 2.7282 1.2383 2.7123
C 2.0389 0.0288 2.1458
C 2.7518 -0.9449 1.4616
C 2.1350 -2.1086 1.0178
C 0.7839 -2.3070 1.2312
C 0.0301 -1.3262 1.8780
C 0.6638 -0.1653 2.3539
H 2.0104 1.9192 3.1687
H 3.2793 1.7666 1.9322
H 3.4477 0.9369 3.4760
H 3.8134 -0.8109 1.2907
H 2.7240 -2.8646 0.5145
H 0.3121 -3.2351 0.9339
H -0.9793 -1.5538 2.1993
H 0.1573 0.4639 3.0780
C -3.9826 4.1128 3.1034
C -3.2248 4.7236 1.9348
C -3.9509 4.5311 0.6129
O -1.8727 4.2262 1.7745
P -1.2038 2.8658 2.2901
S -0.7372 2.8721 4.1878
S -2.2653 1.2677 1.5994
O 0.0960 2.7813 1.3241
C 1.0998 3.7920 0.9864
C 0.8198 4.2503 -0.4345
C 1.2003 4.9581 1.9573
H -4.9560 4.5963 3.1893
H -3.4333 4.2542 4.0330
H -4.1350 3.0457 2.9508
H -3.0869 5.7900 2.1280
H -4.0028 3.4682 0.3749
H -3.4211 5.0469 -0.1890
H -4.9610 4.9363 0.6832
H 2.0388 3.2352 1.0143
H -0.1747 4.6973 -0.4772
H 0.8533 3.3988 -1.1127
H 1.5602 4.9889 -0.7434
H 0.3498 5.6254 1.8455
H 2.1155 5.5127 1.7480
H 1.2304 4.6041 2.9860
*
```

Computed properties:
- HOMO level (alpha / beta) (hartree) = -0.2912 / -0.2972
- HOMO-LUMO gap (alpha / beta) (eV) = 8.154 / 8.316
- relative energy (zero: lowest compared OMol25 entry of this formula, charge and spin) (kcal per mole) = 0.0

This record from the OMol25 dataset describes a single C17H22N4O3S molecule at a distorted geometry. The level of theory is wB97M-V/def2-TZVPD.

ORCA input file:
```
! RIJCOSX wB97M-V def2-TZVPD def2/J DEFGRID3
* xyz 0 1
C 5.9944 2.7678 -0.2899
C 4.7940 2.3272 0.0362
C 4.5412 1.3882 1.1798
N 3.9843 0.1217 0.7317
C 2.6382 0.0053 0.4039
C 1.7538 1.0851 0.5011
C 0.4210 0.9350 0.1801
C -0.0903 -0.2903 -0.2339
C -1.5348 -0.3668 -0.5823
O -2.1517 0.5937 -1.0064
N -2.1108 -1.5775 -0.3831
C -3.5065 -1.8459 -0.6392
C -4.3160 -1.9613 0.6560
C -4.5163 -0.5995 1.3358
N -5.4940 0.1963 0.6476
C -5.2629 1.1224 -0.3317
C -6.4923 1.5677 -0.7223
N -7.4659 0.9386 -0.0116
C -6.8399 0.1267 0.7926
C 0.7867 -1.3666 -0.3338
C 2.1236 -1.2230 -0.0249
S 5.1359 -0.9235 0.0741
C 5.0002 -0.6413 -1.7096
O 6.4169 -0.4712 0.5166
O 4.7886 -2.2825 0.3546
H 6.1510 3.4334 -1.1224
H 6.8680 2.4779 0.2688
H 3.9245 2.6100 -0.5436
H 5.4834 1.1482 1.6722
H 3.8647 1.8285 1.9173
H 2.0933 2.0545 0.8252
H -0.2494 1.7790 0.2434
H -1.5760 -2.3057 0.0618
H -3.5888 -2.7762 -1.2101
H -3.8861 -1.0224 -1.2483
H -3.8000 -2.6332 1.3456
H -5.2929 -2.3912 0.4285
H -3.5702 -0.0525 1.3552
H -4.8557 -0.7509 2.3654
H -4.2727 1.3740 -0.6523
H -6.7395 2.2998 -1.4644
H -7.3155 -0.5215 1.5025
H 0.4411 -2.3282 -0.6854
H 2.7772 -2.0750 -0.0917
H 5.3447 0.3659 -1.9038
H 5.6343 -1.3673 -2.2017
H 3.9671 -0.7732 -2.0039
*
```

Computed properties:
- HOMO level (hartree) = -0.3107
- HOMO-LUMO gap (eV) = 8.921
- relative energy (zero: lowest compared OMol25 entry of this formula, charge and spin) (kcal per mole) = 58.7
- structure (SMILES) = C=CCN(c1ccc(C(=O)NCCCn2ccnc2)cc1)S(C)(=O)=O

This record from the OMol25 dataset describes a single C3H5NO2 molecule. The level of theory is wB97M-V/def2-TZVPD.

ORCA input file:
```
! RIJCOSX wB97M-V def2-TZVPD def2/J DEFGRID3
* xyz 0 1
H 2.3522 0.9153 1.0164
N 1.5840 0.2529 0.9397
C 1.2711 0.1025 -0.2733
O 0.3624 -0.8331 -0.7066
C -0.8288 -0.8811 0.0451
C -1.4261 0.5132 -0.0740
O -0.7485 1.4733 -0.3422
H 1.6732 0.6267 -1.1482
H -0.6725 -1.1568 1.1009
H -1.5113 -1.6230 -0.3922
H -2.5123 0.6434 0.0296
*
```

Computed properties:
- HOMO level (hartree) = -0.3559
- HOMO-LUMO gap (eV) = 10.624
- relative energy (zero: lowest compared OMol25 entry of this formula, charge and spin) (kcal per mole) = 46.1
- structure (SMILES) = [H]/N=C/OCC=O